Model i:
This record from the OMol25 dataset describes a molecular structure, C37H45IrN3O7S2. The level of theory is ωB97M-V with the def2-TZVPD basis set.

Each line ends with the Mulliken spin population.
Element x y z (Å)
Ir  -0.50869  -0.12408  0.01943  -0.02
C  4.74300  -1.85663  -1.83499  0.00
C  3.39132  -1.71255  -2.54207  0.00
C  2.99698  -0.25973  -2.74616  0.00
C  2.34017  -2.68205  -1.98395  0.00
C  2.41511  -3.93724  -2.59927  0.00
C  1.58564  -4.98267  -2.26901  0.00
C  0.63991  -4.78677  -1.28302  0.00
C  0.51218  -3.57360  -0.62021  0.00
C  -0.56977  -3.52808  0.44128  0.00
C  -0.03724  -3.21756  1.83776  0.00
C  -1.75442  -2.72467  -0.08372  0.00
C  1.36857  -2.50363  -0.97191  0.00
N  1.27426  -1.18695  -0.32184  0.00
C  2.32331  -0.79782  0.30417  0.01
C  2.65344  0.59070  0.55716  -0.01
C  4.02026  0.83417  0.72357  0.00
C  4.55092  2.10792  0.64911  0.00
C  3.70014  3.17761  0.39778  0.00
C  2.33701  2.98197  0.32673  0.00
C  1.77531  1.69898  0.45730  0.00
N  0.39946  1.60115  0.47066  0.00
C  -0.26235  2.61051  1.20840  0.01
C  0.20670  2.93446  2.53048  0.00
C  -0.45981  3.92916  3.22138  0.00
C  -1.56238  4.57942  2.69580  0.00
C  -2.01316  4.25457  1.43293  0.00
C  -1.38363  3.28885  0.66558  0.00
C  -1.81937  3.16387  -0.77284  0.00
C  -3.30953  2.85320  -0.92094  0.00
C  -1.45510  4.44392  -1.53499  0.00
C  1.30144  2.22029  3.32147  0.00
C  0.75511  1.53807  4.58138  0.00
C  2.40372  3.20157  3.74205  0.00
H  5.51271  -1.31949  -2.39147  0.00
H  5.04221  -2.90293  -1.76180  0.00
H  4.72533  -1.44597  -0.82769  0.00
H  3.55318  -2.09170  -3.55239  0.00
H  2.95442  0.31847  -1.82656  0.00
H  2.03804  -0.17551  -3.25805  0.00
H  3.73686  0.22227  -3.38763  0.00
H  3.15871  -4.07863  -3.37353  0.00
H  1.67137  -5.93621  -2.77290  0.00
H  -0.02125  -5.59637  -1.00080  0.00
H  -0.95763  -4.54721  0.50811  0.00
H  0.47864  -2.26815  1.90951  0.00
H  0.65607  -4.01063  2.12463  0.00
H  -0.85121  -3.18572  2.56183  0.00
H  -1.50451  -1.69150  -0.40213  0.00
H  -2.56679  -2.61069  0.63160  0.00
H  -2.11761  -3.16136  -1.01582  0.00
H  3.10705  -1.52254  0.50785  0.00
H  4.68207  -0.01036  0.86608  0.00
H  5.61702  2.25917  0.74524  0.00
H  4.09793  4.17680  0.27809  0.00
H  1.67312  3.81849  0.15283  0.00
H  -0.13872  4.17151  4.22516  0.00
H  -2.06640  5.34344  3.27338  0.00
H  -2.85324  4.79003  1.01102  0.00
H  -1.25743  2.35602  -1.21964  -0.01
H  -3.92570  3.68660  -0.57783  0.00
H  -3.59320  1.96684  -0.35838  0.00
H  -3.54242  2.69926  -1.97754  0.00
H  -2.01079  5.29787  -1.14289  0.00
H  -1.69749  4.34449  -2.59302  0.00
H  -0.39138  4.67627  -1.46470  0.00
H  1.74818  1.43613  2.71914  0.00
H  0.31733  2.26535  5.26676  0.00
H  1.57860  1.04460  5.10235  0.00
H  -0.00460  0.79832  4.35425  0.00
H  2.02425  3.91481  4.47531  0.00
H  2.80396  3.77113  2.90546  0.00
H  3.22505  2.65755  4.21213  0.00
N  -0.70932  -0.08305  -2.15761  0.00
C  -0.44373  1.06810  -3.02601  0.00
C  -1.32578  1.34604  -4.05469  0.00
C  -1.08919  2.43993  -4.87985  0.00
C  0.01512  3.24531  -4.66352  -0.01
C  0.89862  2.94833  -3.63210  0.02
C  0.66856  1.86606  -2.80631  -0.01
S  0.28994  4.73391  -5.62288  -0.13
O  -0.00822  5.78424  -4.66045  0.42
O  1.69264  4.64945  -5.98882  0.37
O  -0.64849  4.63224  -6.72268  0.34
H  -0.08675  -0.83929  -2.44725  0.00
H  -1.64834  -0.39501  -2.39844  0.00
H  -2.19597  0.71703  -4.21751  0.00
H  -1.76395  2.69045  -5.68831  0.00
H  1.75770  3.59013  -3.47843  0.00
H  1.33404  1.65845  -1.98029  0.00
O  -0.54980  -0.29304  2.03468  0.00
S  -2.07856  -0.01265  2.26050  0.00
O  -2.70303  -1.17753  2.80985  0.00
O  -2.40972  0.16747  0.74417  0.00
O  -2.28571  1.22354  2.94697  0.00

Properties
2S+1   2
HOMO (alpha / beta)   -7.24 / -7.24 eV
Gap between HOMO and LUMO (alpha / beta)   0.246 / 0.080 hartree
Expectation value of S²   0.77
LUMO (alpha / beta)   -0.556 / -5.060 eV

=====

Model ii:
This record from the OMol25 dataset describes a molecular structure, C37H45IrN3O7S2. The level of theory is ωB97M-V with the def2-TZVPD basis set.

Each line ends with the Mulliken spin population.
Element x y z (Å)
Ir  -0.20080  0.48970  0.56919  0.77
C  -2.36106  -3.25524  -2.57081  0.00
C  -3.04392  -2.19605  -1.68735  0.00
C  -2.61195  -0.79052  -2.10920  0.00
C  -2.98191  -2.50879  -0.18552  -0.01
C  -4.13037  -3.13129  0.29803  0.00
C  -4.28474  -3.48748  1.62112  0.00
C  -3.24395  -3.25228  2.49509  0.00
C  -2.05560  -2.66871  2.07313  0.00
C  -0.95176  -2.66679  3.13185  -0.01
C  -0.58866  -1.28567  3.65821  0.00
C  0.29488  -3.47868  2.75274  0.00
C  -1.92139  -2.24455  0.72553  -0.01
N  -0.68784  -1.68501  0.27624  -0.02
C  -0.04958  -2.47074  -0.54711  0.03
C  1.05059  -2.20951  -1.37650  0.00
C  1.47510  -3.25077  -2.23571  -0.01
C  2.53409  -3.10435  -3.08971  0.02
C  3.24520  -1.89993  -3.10702  -0.01
C  2.89017  -0.88123  -2.25016  0.02
C  1.80021  -0.99885  -1.37049  0.04
N  1.50345  0.00048  -0.50929  0.07
C  2.55709  0.86766  -0.12410  0.00
C  2.58196  2.21212  -0.53316  -0.01
C  3.63185  3.01777  -0.10412  0.00
C  4.64790  2.53058  0.69512  0.00
C  4.61637  1.20660  1.09605  0.00
C  3.58627  0.36628  0.70722  -0.01
C  3.57424  -1.05787  1.24069  0.00
C  3.71114  -1.07279  2.77297  0.00
C  4.70781  -1.88579  0.62294  0.00
C  1.49616  2.89830  -1.35176  0.01
C  0.84032  2.08886  -2.47341  0.01
C  0.42570  3.41968  -0.38461  -0.01
H  -2.80023  -3.21987  -3.56790  0.00
H  -2.51283  -4.25959  -2.17051  0.00
H  -1.29430  -3.06768  -2.67256  0.00
H  -4.10534  -2.25892  -1.93440  0.00
H  -1.63378  -0.51831  -1.71733  0.01
H  -3.35076  -0.06178  -1.77755  0.00
H  -2.57322  -0.73348  -3.19759  0.00
H  -4.93112  -3.35722  -0.39504  0.00
H  -5.19570  -3.96301  1.95805  0.00
H  -3.33881  -3.57532  3.52476  0.00
H  -1.38543  -3.16617  4.00023  0.00
H  1.30364  -1.10666  2.94489  0.00
H  -0.25607  -1.32461  4.69637  0.00
H  -1.44984  -0.62663  3.59678  0.00
H  0.78888  -3.09460  1.86287  0.00
H  0.00579  -4.50867  2.54528  0.00
H  1.00409  -3.49350  3.58492  0.00
H  -0.44527  -3.48294  -0.60079  0.00
H  0.92745  -4.18648  -2.21202  0.00
H  2.81140  -3.91669  -3.74757  0.00
H  4.08041  -1.76532  -3.78056  0.00
H  3.45243  0.04230  -2.24816  0.00
H  3.65460  4.05633  -0.41368  0.00
H  5.45439  3.17717  1.01483  0.00
H  5.40095  0.82539  1.73862  0.00
H  2.62779  -1.52835  0.96335  -0.01
H  4.74027  -0.86486  3.06443  0.00
H  3.46394  -2.05989  3.17413  0.00
H  3.09612  -0.30143  3.24727  0.00
H  5.67467  -1.46248  0.89948  0.00
H  4.63803  -1.89539  -0.46286  0.00
H  4.67280  -2.91785  0.97927  0.00
H  1.96820  3.76276  -1.82622  0.00
H  0.18708  1.31909  -2.06848  0.00
H  1.57892  1.61218  -3.11947  0.00
H  0.23153  2.75551  -3.08565  0.00
H  -0.08647  2.55991  0.10038  0.01
H  -0.33144  4.00090  -0.91134  0.00
H  0.86597  4.02940  0.40417  0.00
N  -2.42345  1.19425  0.44218  0.07
C  -2.67011  2.44333  -0.23172  -0.01
C  -2.39691  2.56079  -1.58925  0.00
C  -2.62258  3.76476  -2.23966  0.00
C  -3.08950  4.84583  -1.51441  0.00
C  -3.35112  4.74714  -0.15994  0.00
C  -3.13575  3.53736  0.48598  0.00
S  -3.49142  6.40299  -2.37777  0.00
O  -2.74837  6.32773  -3.62035  0.00
O  -3.05398  7.43689  -1.46034  0.00
O  -4.93323  6.27325  -2.51330  0.00
H  -2.67974  1.27488  1.41912  0.01
H  -2.93385  0.42199  0.03144  0.00
H  -1.98621  1.71524  -2.12731  0.00
H  -2.43112  3.88338  -3.29763  0.00
H  -3.71086  5.61723  0.37213  0.00
H  -3.33506  3.44270  1.54978  0.00
O  1.45973  1.68245  2.32553  0.00
S  0.40024  1.28873  3.18773  0.00
O  0.64416  1.25350  4.58499  0.00
O  0.44644  -0.64718  2.86656  0.00
O  -0.95301  1.49438  2.74977  0.03

Properties
2S+1   2
HOMO (alpha / beta)   -7.26 / -7.26 eV
Gap between HOMO and LUMO (alpha / beta)   0.211 / 0.208 hartree
Expectation value of S²   0.76
LUMO (alpha / beta)   -1.512 / -1.601 eV

=====

Which of them is the most stable, and which is the least stable? model i and model ii, in that order.

=====

Model i:
This record from the OMol25 dataset describes C5H6Br2 in the gas phase. The level of theory is ωB97M-V with the def2-TZVPD basis set.

Each line ends with the Mulliken charge.
Element x y z (Å)
C  -1.57041  0.05114  -1.28338  -0.69
C  -0.94986  0.78421  -0.45469  0.13
C  0.05894  0.85054  1.91774  -1.12
C  0.86536  -1.80473  -1.04118  -0.62
C  -0.01285  1.05841  0.42557  0.39
Br  -0.55555  -1.84200  -2.16764  0.05
Br  1.47359  2.06037  -0.19440  -0.12
H  -2.38982  0.26453  -1.93373  0.40
H  -0.89205  0.33761  2.31454  0.29
H  0.81830  0.20954  1.96948  0.37
H  0.22941  1.83555  2.31684  0.36
H  1.69153  -1.11455  -1.41207  0.24
H  1.23341  -2.69062  -0.45707  0.32

Properties
2S+1   1
HOMO (alpha / beta)   -7.28 / -8.26 eV
Gap between HOMO and LUMO (alpha / beta)   0.251 / 0.289 hartree
LUMO (alpha / beta)   -0.436 / -0.393 eV

=====

Model ii:
This record from the OMol25 dataset describes 2 unconnected molecules or ions with the total composition C5H6Br2. The level of theory is ωB97M-V with the def2-TZVPD basis set.

Each line ends with the Mulliken charge.
Element x y z (Å)
C  0.91147  -1.48009  -1.13271  0.00
C  0.10527  -0.76210  -0.57686  -0.50
C  -0.79475  0.15352  0.05670  0.40
C  -0.69485  0.41768  1.38962  -0.75
C  -2.01430  0.50683  -0.71153  -0.69
Br  -3.65189  0.40483  0.23619  -0.13
H  1.83515  -1.93796  -1.40333  0.43
H  0.10911  0.17443  2.06899  0.32
H  -1.46371  1.06584  2.00029  0.21
H  -1.82863  1.55085  -1.00730  0.34
H  -2.00318  -0.21306  -1.54798  0.38
Br  4.04916  0.02941  0.12302  -0.23
H  5.44115  0.08983  0.50489  0.22

Properties
2S+1   1
HOMO   -9.25 eV
Structure (SMILES)   C#CC(=C)CBr.Br
Gap between HOMO and LUMO   0.354 hartree
LUMO   0.374 eV

=====

Which of them is the most stable, and which is the least stable? model ii and model i, in that order.